# 1
C27H34HgN3O4SSi as an isolated structure, computed with wB97M-V/def2-TZVPD.

Each line ends with the Mulliken spin population.
Geometry (Å):
Hg: 0.0640 -0.6161 -0.6064  0.450
C: -0.2480 3.7964 4.9572  -0.001
C: 0.0019 2.4126 4.4151  -0.012
C: 1.2316 1.7859 4.5933  0.005
C: 1.4706 0.5196 4.0771  -0.009
C: 0.4818 -0.1426 3.3595  -0.001
C: -0.7483 0.4741 3.1754  0.066
C: -0.9837 1.7350 3.7029  0.004
S: 0.7989 -1.7583 2.6253  0.010
O: 1.6631 -2.3999 3.6098  -0.001
O: -0.5226 -2.3315 2.4438  0.009
N: 1.4595 -1.5103 1.2508  0.003
C: 2.8501 -1.1016 1.2166  0.016
C: 3.3211 -0.5660 -0.1594  -0.006
O: 4.5548 -0.4676 -0.2865  0.001
O: 2.4499 -0.1691 -0.9815  -0.035
H: 0.3951 4.0076 5.8133  0.000
H: -1.2859 3.9152 5.2741  0.000
H: -0.0485 4.5626 4.2030  0.000
H: 2.0114 2.2918 5.1543  0.001
H: 2.4155 0.0234 4.2554  -0.001
H: -1.5065 -0.0504 2.6108  -0.027
H: -1.9514 2.2043 3.5505  0.003
H: 3.5225 -1.9148 1.4997  -0.001
H: 3.0524 -0.2704 1.9116  0.002
C: -5.1728 4.2399 -0.0412  0.000
C: -3.7934 4.4806 -0.6472  -0.001
N: -2.8551 3.4330 -0.3316  -0.017
C: -3.0875 2.1262 -0.9509  -0.008
C: -3.5074 1.0641 0.0498  -0.006
C: -1.6341 3.6404 0.2744  0.040
C: -1.3941 4.9862 0.9222  0.007
N: -0.7962 2.6820 0.2800  -0.066
H: -5.8524 5.0581 -0.2922  0.000
H: -5.1024 4.1603 1.0444  0.001
H: -5.6045 3.3123 -0.4172  0.000
H: -3.4077 5.4359 -0.2944  0.000
H: -3.8929 4.5657 -1.7387  0.001
H: -2.1708 1.8026 -1.4472  0.030
H: -3.8533 2.2601 -1.7198  0.009
H: -2.7056 0.8918 0.7662  0.058
H: -3.6884 0.1218 -0.4667  -0.036
H: -4.4188 1.3543 0.5810  0.000
H: -2.1957 5.2503 1.6156  0.001
H: -1.3159 5.7818 0.1782  -0.001
H: -0.4596 4.9401 1.4761  -0.003
H: 0.0545 2.9041 0.7859  0.000
C: -3.4938 -5.4435 -1.6997  0.006
C: -3.1510 -4.5164 -0.7264  0.001
C: -2.4550 -3.3647 -1.0741  -0.018
C: -2.0941 -3.1010 -2.3999  -0.041
C: -2.4484 -4.0545 -3.3618  0.054
C: -3.1348 -5.2114 -3.0224  0.001
Si: -1.1580 -1.4991 -2.8214  0.356
C: -2.4920 -0.3660 -3.5314  0.013
C: -3.8550 -0.5094 -3.2296  0.006
C: -4.8031 0.4065 -3.6640  -0.021
C: -4.4236 1.5096 -4.4197  0.050
C: -3.0762 1.6806 -4.7271  -0.019
C: -2.1361 0.7652 -4.2866  0.034
H: -4.0291 -6.3471 -1.4298  0.002
H: -3.4064 -4.6941 0.3114  -0.002
H: -2.1621 -2.6670 -0.2952  0.014
H: -2.1791 -3.8813 -4.3982  0.006
H: -3.3920 -5.9343 -3.7894  0.002
H: -0.3281 -1.8301 -4.0304  0.048
H: -4.1798 -1.3660 -2.6492  0.007
H: -5.8479 0.2565 -3.4119  -0.001
H: -5.1620 2.2265 -4.7599  0.011
H: -2.7586 2.5397 -5.3091  -0.001
H: -1.0903 0.9287 -4.5268  0.005

Its expectation value of S² is 0.759. For the total energy, the calculation gives -2355.60080 a.u. The value obtained for the max |F| is 0.0103 hartree/bohr. The net charge is -2. As for the frontier orbital gap (spin up / spin down): 3.0 / 6.4 eV. The spin multiplicity is 2. The value obtained for the LUMO energy (spin up / spin down) is 0.152 / 0.151 Eh. Its energy above the lowest of the compared OMol25 structures with the same formula, charge and spin is 17.9 kcal per mole.

=====

# 2
A 2-piece molecular cluster, CH6SSi overall, computed with wB97M-V/def2-TZVPD.

Each line ends with the natural charge from an NBO analysis.
Geometry (Å):
C: -0.8340 -0.3972 -0.5460  -0.891
Si: 0.8266 0.4650 -0.1721  0.888
S: -2.3934 0.1470 0.0507  0.043
H: -0.8393 -0.9035 -1.5076  0.243
H: -0.8458 -2.1437 0.2857  0.024
H: 1.9251 -0.7416 -0.1086  -0.125
H: 0.5748 1.2102 1.0412  -0.164
H: 1.1981 1.3519 -1.2642  -0.163
H: -2.1851 1.1298 1.0960  0.145

For the total energy, the calculation gives -729.20818 a.u. The value obtained for the max |F| is 0.0701 hartree/bohr. As for the frontier orbital gap (spin up / spin down): 8.1 / 8.1 eV. The value obtained for the LUMO energy (spin up / spin down) is -0.007 / -0.007 Eh. Its energy above the lowest of the compared OMol25 structures with the same formula, charge and spin is 105.7 kcal per mole.

=====

# 3
C29H89BInO7P2Si8 as an isolated structure, computed with wB97M-V/def2-TZVPD.

Each line ends with the Löwdin charge.
Geometry (Å):
C: 3.6708 -3.9795 -7.2655  -0.232
C: 2.4509 -4.5754 -8.0127  -0.381
In: 0.7332 -3.1744 -8.1749  0.415
B: 1.1966 -1.3740 -9.5469  -0.568
C: 1.8141 -1.5946 -10.9855  -0.094
O: 0.8870 -0.0569 -9.1809  -0.008
P: -1.1491 -4.5101 -9.2907  0.632
C: -2.6709 -3.4948 -8.9667  -0.435
C: -1.4357 -6.0115 -8.2222  -0.427
P: 0.0180 -2.1951 -5.9036  0.629
O: -1.4956 -2.8638 -5.5911  -0.452
O: 1.0073 -2.9671 -4.7632  -0.437
H: 3.4349 -3.0471 -6.7469  0.031
H: 4.0543 -4.6635 -6.5028  0.049
H: 4.4918 -3.7724 -7.9572  0.047
H: 2.1477 -5.5082 -7.5302  0.006
H: 2.7535 -4.8604 -9.0251  0.010
H: 1.0279 -1.3648 -11.7174  0.059
H: 2.1229 -2.6285 -11.1410  0.035
H: 2.6532 -0.9172 -11.1845  0.050
H: 1.5778 0.3601 -8.6610  0.078
H: -2.8648 -3.3056 -7.9085  0.002
H: -2.4953 -2.5242 -9.4373  0.009
H: -3.5627 -3.9322 -9.4224  0.008
H: -1.9705 -6.7792 -8.7853  0.001
H: -1.9810 -5.8045 -7.2977  0.010
H: -0.4535 -6.4130 -7.9645  0.000
H: -1.5213 -3.7974 -5.8313  -0.004
H: 0.8471 -2.5290 -3.9231  -0.022
O: 0.7948 -0.1536 0.1853  -0.264
Si: 1.7649 1.0948 0.6297  0.345
C: 0.9820 2.0245 2.0532  -0.155
C: 2.0313 2.2643 -0.8026  -0.157
C: 3.4093 0.4015 1.1732  -0.166
Si: -0.7306 -0.4683 -0.3579  0.350
C: -0.9212 -2.3071 -0.5951  -0.153
C: -1.0425 0.4030 -1.9751  -0.151
C: -1.9832 0.1137 0.9093  -0.154
H: 0.0603 2.5177 1.7419  0.012
H: 1.6632 2.7909 2.4313  0.039
H: 0.7449 1.3454 2.8738  0.026
H: 2.4222 1.7349 -1.6738  0.040
H: 2.7463 3.0443 -0.5293  0.030
H: 1.0996 2.7512 -1.0981  0.026
H: 3.8930 -0.1439 0.3601  0.038
H: 3.2945 -0.2806 2.0183  0.037
H: 4.0724 1.2150 1.4804  0.017
H: -0.2136 -2.6885 -1.3335  0.030
H: -1.9292 -2.5310 -0.9526  0.029
H: -0.7588 -2.8506 0.3387  0.030
H: -1.0200 1.4893 -1.8593  0.026
H: -2.0211 0.1266 -2.3730  0.039
H: -0.2941 0.1266 -2.7213  0.032
H: -1.9595 1.2004 1.0145  0.007
H: -1.7897 -0.3293 1.8899  0.032
H: -2.9915 -0.1723 0.6002  0.027
O: -6.8304 -3.3423 2.3157  -0.273
Si: -8.4628 -3.5036 2.4247  0.339
C: -8.9662 -5.2568 2.0122  -0.163
C: -9.3080 -2.3242 1.2457  -0.162
C: -8.9760 -3.1069 4.1735  -0.166
Si: -5.5931 -3.4831 1.2327  0.346
C: -3.9952 -3.0547 2.0884  -0.154
C: -5.8590 -2.3112 -0.1984  -0.156
C: -5.5004 -5.2352 0.5884  -0.159
H: -8.7486 -5.4983 0.9698  0.025
H: -10.0386 -5.3921 2.1711  0.031
H: -8.4370 -5.9755 2.6414  0.035
H: -8.9810 -1.2966 1.4176  0.036
H: -10.3915 -2.3627 1.3802  0.031
H: -9.0899 -2.5763 0.2059  0.026
H: -8.7018 -2.0852 4.4434  0.032
H: -8.5025 -3.7835 4.8875  0.031
H: -10.0589 -3.2068 4.2778  0.030
H: -4.0155 -2.0310 2.4687  0.026
H: -3.1657 -3.1370 1.3824  0.019
H: -3.7976 -3.7257 2.9268  0.035
H: -6.7449 -2.5786 -0.7782  0.026
H: -5.0003 -2.3371 -0.8734  0.032
H: -5.9836 -1.2839 0.1519  0.035
H: -6.3882 -5.4971 0.0089  0.025
H: -5.4083 -5.9524 1.4070  0.035
H: -4.6309 -5.3502 -0.0624  0.036
O: -2.7019 4.5198 5.6888  -0.272
Si: -2.6246 3.2860 4.5966  0.349
C: -2.3078 3.9760 2.8893  -0.152
C: -4.2378 2.3405 4.5798  -0.156
C: -1.2495 2.1308 5.0947  -0.159
Si: -3.5503 5.8900 6.0159  0.340
C: -2.8580 6.6521 7.5708  -0.166
C: -5.3570 5.4820 6.2749  -0.163
C: -3.3871 7.1030 4.6026  -0.162
H: -3.1429 4.5925 2.5493  0.028
H: -2.1827 3.1623 2.1741  0.005
H: -1.4037 4.5885 2.8734  0.040
H: -4.4977 1.9849 5.5793  0.036
H: -4.1557 1.4728 3.9208  0.029
H: -5.0618 2.9591 4.2174  0.025
H: -1.4274 1.7161 6.0892  0.034
H: -0.2853 2.6424 5.1048  0.034
H: -1.1872 1.3021 4.3867  0.020
H: -2.9451 5.9694 8.4183  0.032
H: -3.4031 7.5670 7.8142  0.031
H: -1.8036 6.9073 7.4498  0.032
H: -5.8147 5.1016 5.3594  0.025
H: -5.9084 6.3744 6.5799  0.032
H: -5.4803 4.7250 7.0522  0.035
H: -3.8498 6.7186 3.6914  0.024
H: -2.3379 7.3122 4.3839  0.036
H: -3.8756 8.0473 4.8540  0.032
O: 9.6155 1.4248 1.7942  -0.273
Si: 7.9697 1.3377 1.7256  0.343
C: 7.3409 2.2338 0.2110  -0.153
C: 7.2259 2.1185 3.2546  -0.158
C: 7.4696 -0.4536 1.6411  -0.153
Si: 10.8395 2.5195 1.8790  0.340
C: 12.4564 1.5921 1.9205  -0.165
C: 10.6745 3.5496 3.4320  -0.163
C: 10.8036 3.6443 0.3862  -0.162
H: 7.5450 3.3056 0.2642  0.026
H: 6.2604 2.1022 0.1163  0.022
H: 7.8074 1.8468 -0.6972  0.039
H: 7.6257 1.6632 4.1632  0.035
H: 6.1419 1.9826 3.2564  0.025
H: 7.4299 3.1907 3.2971  0.024
H: 7.8139 -1.0045 2.5186  0.034
H: 7.8815 -0.9388 0.7542  0.037
H: 6.3809 -0.5326 1.5950  0.018
H: 12.5108 0.9305 2.7871  0.032
H: 13.2904 2.2954 1.9771  0.031
H: 12.5855 0.9841 1.0231  0.033
H: 9.7725 4.1647 3.4085  0.024
H: 11.5329 4.2169 3.5383  0.031
H: 10.6262 2.9153 4.3196  0.035
H: 9.9007 4.2582 0.3707  0.025
H: 10.8334 3.0676 -0.5405  0.037
H: 11.6655 4.3156 0.3953  0.032

For the total energy, the calculation gives -4899.37657 a.u. The value obtained for the max |F| is 0.0109 hartree/bohr. The net charge is -1. As for the frontier orbital gap: 5.0 eV. The value obtained for the LUMO energy is 0.061 Eh.

=====

# 4
C47H81I2NO3S3 as an isolated structure, computed with wB97M-V/def2-TZVPD.

Each line ends with the Löwdin charge.
Geometry (Å):
C: 2.6377 -4.0594 1.0285  -0.146
C: 3.6363 -4.5952 0.0731  -0.817
I: 4.0033 -6.6331 0.3661  0.911
C: 4.2506 -3.8607 -0.8378  -0.728
I: 5.6690 -4.6857 -2.1386  1.042
C: 3.9309 -2.3731 -0.9071  -0.307
C: 4.7048 -1.5438 0.1761  -0.275
C: 3.8318 -0.8004 1.1871  -0.133
C: 2.8646 0.2471 0.6127  -0.258
C: 1.3847 -0.1441 0.5731  -0.430
S: 0.6152 1.0611 -0.5327  0.939
C: -0.8075 0.3191 -1.2008  -1.086
S: -1.1963 0.7115 -2.7199  0.747
N: -1.6306 -0.3936 -0.2674  -0.119
C: -1.6024 -1.8344 -0.3055  -0.236
C: -1.5349 -2.5745 -1.4937  -0.019
C: -1.5927 -3.9804 -1.4417  -0.062
C: -1.7496 -4.6439 -0.2117  -0.086
C: -1.8331 -3.8980 0.9715  -0.077
C: -1.7354 -2.4985 0.9283  -0.011
C: -2.9620 0.1508 -0.1828  -0.249
C: -3.2428 0.9490 0.9371  -0.006
C: -4.4960 1.5678 1.0596  -0.085
C: -5.4683 1.3693 0.0765  -0.083
C: -5.1922 0.5409 -1.0274  -0.071
C: -3.9411 -0.0737 -1.1604  -0.040
C: 5.6517 -0.5538 -0.4696  -0.156
C: 6.3920 -1.2358 -1.5654  -0.191
O: 5.5694 -1.4078 -2.7512  -0.248
S: 4.0225 -1.6486 -2.5468  0.603
O: 3.5739 -2.6205 -3.4922  -0.288
O: 3.4003 -0.3603 -2.4424  -0.251
H: 1.8609 -3.5144 0.5169  0.077
H: 2.1510 -4.8604 1.5518  0.041
H: 3.1118 -3.4383 1.7749  0.075
H: 2.8692 -2.2817 -0.7327  0.105
H: 5.3338 -2.2531 0.6917  0.098
H: 4.5333 -0.2764 1.8264  0.116
H: 3.2970 -1.4809 1.8355  0.096
H: 2.9299 1.1375 1.2237  0.107
H: 3.1752 0.5467 -0.3759  0.059
H: 0.9726 -0.0545 1.5696  0.082
H: 1.2141 -1.1542 0.2400  0.060
H: -1.4490 -2.0822 -2.4446  0.081
H: -1.5296 -4.5489 -2.3500  0.097
H: -1.8054 -5.7160 -0.1745  0.094
H: -1.9551 -4.3916 1.9186  0.095
H: -1.8096 -1.9185 1.8289  0.108
H: -2.4778 1.0903 1.6781  0.101
H: -4.6998 2.1895 1.9088  0.098
H: -6.4256 1.8507 0.1665  0.100
H: -5.9293 0.3793 -1.7914  0.097
H: -3.7192 -0.6898 -2.0098  0.093
H: 6.3771 -0.1959 0.2514  0.124
H: 5.1334 0.3160 -0.8459  0.117
H: 6.7159 -2.2179 -1.2445  0.055
H: 7.2632 -0.6867 -1.8811  0.134
C: -7.6520 -2.0962 0.4317  -0.105
C: -6.9269 -2.7323 -0.7504  -0.266
C: -7.6994 -2.6375 -2.0642  -0.229
C: -9.0500 -3.3549 -2.0683  -0.229
C: -8.9810 -4.8443 -1.7371  -0.271
C: -8.1510 -5.6521 -2.7311  -0.112
H: -8.5999 -2.5943 0.6415  0.064
H: -7.0452 -2.1514 1.3364  0.071
H: -7.8604 -1.0419 0.2363  0.067
H: -6.6987 -3.7769 -0.5211  0.100
H: -5.9634 -2.2334 -0.8790  0.083
H: -7.0750 -3.0288 -2.8722  0.102
H: -7.8677 -1.5816 -2.3011  0.104
H: -9.5059 -3.2319 -3.0557  0.109
H: -9.7271 -2.8650 -1.3635  0.101
H: -9.9991 -5.2412 -1.7179  0.103
H: -8.5821 -4.9856 -0.7290  0.097
H: -8.5474 -5.5479 -3.7430  0.074
H: -8.1603 -6.7127 -2.4776  0.068
H: -7.1093 -5.3287 -2.7441  0.064
C: 7.5984 -2.1115 4.1812  -0.105
C: 8.6430 -2.5122 3.1430  -0.260
C: 8.0660 -2.6917 1.7412  -0.213
C: 7.0100 -3.7907 1.6203  -0.245
C: 7.4621 -5.1866 2.0382  -0.261
C: 8.6083 -5.7338 1.1937  -0.098
H: 6.8298 -2.8771 4.2966  0.066
H: 8.0563 -1.9592 5.1588  0.070
H: 7.1052 -1.1793 3.8957  0.071
H: 9.1422 -3.4307 3.4617  0.100
H: 9.4186 -1.7436 3.1031  0.106
H: 8.8814 -2.8907 1.0404  0.109
H: 7.6203 -1.7419 1.4200  0.093
H: 6.6749 -3.8370 0.5795  0.046
H: 6.1276 -3.5163 2.2095  0.102
H: 6.5972 -5.8457 1.9432  0.050
H: 7.7451 -5.1938 3.0947  0.103
H: 8.3309 -5.7581 0.1376  0.061
H: 8.8636 -6.7502 1.4949  0.072
H: 9.5106 -5.1279 1.2916  0.067
C: 1.9303 7.6435 2.5508  -0.111
C: 2.0951 6.1268 2.5951  -0.270
C: 1.7561 5.4381 1.2745  -0.224
C: 0.3099 5.6172 0.8114  -0.225
C: -0.7444 5.1382 1.8076  -0.256
C: -0.6467 3.6458 2.1095  -0.110
H: 0.8975 7.9310 2.3499  0.065
H: 2.2167 8.0963 3.5007  0.068
H: 2.5578 8.0791 1.7707  0.074
H: 1.4799 5.7166 3.4007  0.097
H: 3.1305 5.8895 2.8533  0.103
H: 1.9810 4.3710 1.3613  0.094
H: 2.4203 5.8203 0.4934  0.111
H: 0.1795 5.0734 -0.1297  0.105
H: 0.1263 6.6694 0.5766  0.103
H: -1.7323 5.3527 1.3917  0.059
H: -0.6768 5.7091 2.7381  0.104
H: -0.7342 3.0679 1.1887  0.033
H: -1.4447 3.3323 2.7855  0.071
H: 0.3039 3.3865 2.5799  0.067
C: -3.5411 7.4835 -3.8546  -0.112
C: -2.8805 7.3441 -2.4858  -0.268
C: -2.1011 6.0416 -2.3151  -0.220
C: -2.9448 4.7708 -2.4259  -0.213
C: -4.1070 4.6853 -1.4382  -0.247
C: -3.6513 4.6917 0.0164  -0.108
H: -4.2787 6.6989 -4.0283  0.064
H: -4.0551 8.4412 -3.9455  0.068
H: -2.7971 7.4270 -4.6517  0.075
H: -3.6397 7.4319 -1.7038  0.097
H: -2.1931 8.1805 -2.3359  0.104
H: -1.5894 6.0580 -1.3479  0.080
H: -1.3099 5.9993 -3.0700  0.114
H: -2.2896 3.9064 -2.2742  0.097
H: -3.3340 4.6745 -3.4432  0.104
H: -4.6570 3.7613 -1.6352  0.095
H: -4.8136 5.5033 -1.6063  0.101
H: -2.9638 3.8637 0.2004  0.063
H: -4.4977 4.5807 0.6958  0.075
H: -3.1429 5.6221 0.2767  0.055

For the total energy, the calculation gives -3909.82710 a.u. The value obtained for the max |F| is 0.0233 hartree/bohr. As for the frontier orbital gap: 8.0 eV. The value obtained for the LUMO energy is -0.013 Eh.

=====

# 5
A 2-piece molecular cluster, C3H9NO overall, computed with wB97M-V/def2-TZVPD.

Each line ends with the natural charge from an NBO analysis.
Geometry (Å):
C: -2.0802 -0.3264 0.9529  -0.339
C: -2.4481 0.4349 -0.0690  -0.437
H: -1.6905 0.0978 1.8644  0.189
H: -2.0593 -1.4002 0.8843  0.198
H: -2.8503 0.0053 -0.9734  0.194
H: -2.6073 1.4961 0.0471  0.194
N: 2.1290 0.8119 -0.0297  -0.856
C: 1.7867 -0.4958 -0.5587  0.102
O: 0.4127 -0.7142 -0.4695  -0.729
H: 3.0912 1.0479 -0.2364  0.360
H: 2.0241 0.8200 0.9820  0.357
H: 2.1241 -0.5375 -1.6082  0.140
H: 2.2565 -1.3313 -0.0144  0.143
H: -0.0886 0.0914 -0.7714  0.484

For the total energy, the calculation gives -249.64585 a.u. The value obtained for the max |F| is 0.0282 hartree/bohr. As for the frontier orbital gap: 10.7 eV. The value obtained for the LUMO energy is 0.040 Eh. Its energy above the lowest of the compared OMol25 structures with the same formula, charge and spin is 42.6 kcal per mole.

=====

- The highest max |F| belongs to which entry?
  CH6SSi